The ion CH6N3 with charge +1 at a distorted geometry, computed with ωB97M-V/def2-TZVPD.

Each line ends with the Löwdin charge.
Element x y z (Å)
N1 -0.1711 1.3189 -0.0347  0.197
C1 0.0011 -0.0410 -0.0080  -0.377
N2 -1.0667 -0.9053 0.0621  0.199
N3 1.2825 -0.4906 -0.1606  0.217
H1 -0.9820 1.7675 0.3322  0.125
H2 0.6369 1.9049 0.1564  0.133
H3 -1.9773 -0.5278 -0.2334  0.146
H4 -0.9977 -1.8330 -0.2798  0.116
H5 1.8906 0.2532 0.1192  0.125
H6 1.3837 -1.4467 0.0466  0.119

Calculated values
- orbital gap (hartree) = 0.4675
- HOMO energy (eV) = -16.31
- energy above the lowest of the compared OMol25 structures with the same formula, charge and spin (kcal/mol) = 4.6
- charge = +1
- SMILES = NC(N)=[NH2+]